# 1
Molecular formula: C18H48BF4N3O6
Method: DFT, the ωB97M-V functional and the def2-TZVPD basis

```
80
Properties=species:S:1:pos:R:3:forces:R:3:mulliken_charge:R:1
C 1.143163 4.821500 -1.298406 0.12 -1.58 1.70 -0.864
O 0.617633 4.142950 -2.441126 0.35 -0.58 1.39 -0.312
C 1.491533 4.170270 -3.544376 -0.92 -0.07 -0.87 -0.446
C 1.379823 2.822180 -4.308956 -1.33 0.27 1.02 -0.725
N -0.094147 2.463480 -4.578736 1.22 1.11 -1.42 -0.144
H -0.038927 1.455600 -4.613816 -0.75 -0.47 -0.99 0.385
H -0.629237 2.605840 -3.734036 -0.36 0.80 0.44 0.390
C -0.663687 3.133250 -5.871026 -2.12 -1.34 0.88 -0.528
C -2.160647 2.617180 -6.081186 1.54 -0.85 0.14 -0.625
O -2.084417 1.197880 -5.841386 0.32 0.70 -0.40 -0.313
C -3.287387 0.451880 -5.942956 -0.41 0.03 0.65 -0.751
H 2.103983 4.375730 -1.041076 0.75 0.71 -0.66 0.346
H 0.674433 4.436920 -0.392586 -1.08 0.04 -0.29 0.300
H 1.080763 5.906820 -1.219136 0.17 0.00 -0.86 0.306
H 2.558433 4.304210 -3.365826 -0.06 0.22 0.52 0.449
H 1.029013 5.058900 -3.973916 1.03 -0.05 -1.77 0.343
H 1.628793 1.985770 -3.655856 0.61 0.38 0.39 0.394
H 1.956463 2.683760 -5.223516 -0.20 0.49 -0.05 0.406
H 0.020713 2.849000 -6.670346 -0.23 0.05 0.08 0.397
H -0.778737 4.212220 -5.767686 0.75 -0.07 0.35 0.291
H -2.536127 2.885090 -7.068786 0.39 -0.28 -0.40 0.441
H -2.851207 3.150860 -5.428186 0.06 -0.25 0.68 0.395
H -3.694017 0.356450 -6.949756 0.03 0.51 -0.09 0.284
H -3.986337 0.883770 -5.226686 -0.52 0.09 -0.32 0.330
H -3.141577 -0.571410 -5.596966 0.60 0.11 0.01 0.248
C -8.686477 -0.214850 0.232924 -2.44 -0.64 -1.30 -0.839
O -7.539607 -0.881050 0.614034 1.93 -1.14 0.65 -0.361
C -6.644207 -0.191560 1.467644 -1.29 0.99 -0.12 -0.608
C -5.595777 -1.131190 2.077694 -1.19 0.34 0.78 -0.698
N -4.716087 -1.706860 1.025864 0.05 -0.75 0.64 -0.095
H -5.297407 -1.872350 0.216674 -0.38 -0.72 -0.54 0.445
H -4.144467 -0.921560 0.748994 1.02 0.01 -0.19 0.320
C -3.904937 -2.997320 1.393084 -0.40 0.37 -0.94 -0.665
C -3.341217 -3.639650 0.067594 0.16 0.75 1.66 -0.498
O -4.402617 -3.749090 -0.804426 -1.01 -0.45 1.71 -0.323
C -4.052047 -4.231060 -2.052706 -1.19 1.29 -1.89 -0.804
H -9.551887 -0.851060 0.418404 0.04 -0.49 0.35 0.291
H -8.719357 -0.180700 -0.856046 0.28 0.77 -0.09 0.292
H -9.046247 0.703750 0.696444 1.16 0.44 0.20 0.367
H -7.313447 0.270730 2.193244 0.59 -0.21 1.04 0.558
H -6.299787 0.697040 0.938634 0.96 -0.06 -0.21 0.357
H -6.155487 -1.878670 2.639924 0.15 -0.55 -0.54 0.326
H -4.975687 -0.677850 2.851044 0.07 0.44 -0.35 0.431
H -4.600447 -3.685770 1.873084 -0.29 0.18 -0.26 0.345
H -3.196617 -2.704610 2.168144 0.34 0.03 -0.47 0.408
H -2.931897 -4.631280 0.260514 0.20 0.00 0.45 0.422
H -2.545187 -3.013220 -0.334896 0.21 0.19 -0.12 0.423
H -3.497727 -5.157920 -2.200236 0.35 0.11 0.78 0.303
H -3.619487 -3.333120 -2.493946 0.81 -0.55 -0.95 0.335
H -5.014757 -4.356670 -2.548196 0.09 -0.22 -0.22 0.266
C 6.760433 1.154500 6.408594 0.39 0.39 1.71 -0.806
O 5.942413 0.447850 5.533384 -1.11 1.03 -1.87 -0.252
C 5.303933 1.413970 4.645684 -0.12 -1.67 -0.52 -0.561
C 4.399523 0.610010 3.674014 -0.19 -0.76 0.92 -0.825
N 5.065463 -0.621000 3.018814 0.61 1.14 0.64 -0.133
H 4.719003 -0.535640 2.073944 0.05 -0.92 -0.51 0.454
H 6.061513 -0.457350 2.984134 0.54 0.19 -0.16 0.329
C 4.896813 -1.976580 3.656674 -0.34 -0.68 -0.23 -0.691
C 6.093483 -2.939700 3.342664 -0.26 -0.02 0.06 -0.541
O 6.237803 -3.120050 1.955164 -0.88 -0.48 -0.13 -0.324
C 7.058813 -4.211570 1.446714 0.45 1.40 0.22 -0.728
H 7.104223 0.507440 7.215564 0.38 -0.41 -0.51 0.272
H 6.184673 1.875200 6.989274 -0.22 0.48 -0.28 0.326
H 7.582153 1.665470 5.906814 0.12 -0.10 -0.01 0.326
H 5.995873 2.020920 4.061794 0.68 -0.28 0.01 0.414
H 4.733073 2.164570 5.192324 -0.42 -0.31 0.21 0.483
H 4.006243 1.183870 2.834904 0.03 0.25 0.32 0.430
H 3.575023 0.132420 4.203354 -0.20 0.48 0.08 0.337
H 3.928203 -2.344530 3.318274 0.23 -0.29 -0.49 0.428
H 4.702153 -1.827500 4.718744 0.78 0.14 0.08 0.379
H 5.962953 -3.894980 3.851064 -0.56 -0.05 0.15 0.425
H 7.031213 -2.570050 3.757554 0.14 0.53 0.18 0.392
H 8.010633 -4.184560 1.977184 0.34 0.23 -0.33 0.322
H 7.121983 -3.891120 0.406804 0.53 -0.50 0.06 0.240
H 6.768283 -5.260670 1.502284 -1.15 0.24 0.33 0.297
B 0.178663 0.519360 0.909114 0.21 0.91 0.43 0.658
F 1.299863 0.702510 0.075854 0.26 0.08 -0.12 -0.440
F 0.293593 -0.617080 1.654404 0.85 -1.45 1.18 -0.412
F -0.000767 1.632040 1.746504 0.39 0.34 0.15 -0.397
F -0.962657 0.358060 0.181224 -1.74 0.02 -1.74 -0.396
```
Positions in Å, forces in eV/Å.

The HOMO-LUMO gap is 10.32 eV. For the highest occupied orbital energy, the calculation gives -13.99 eV. Its total energy is -1754.138001 hartree. As for the largest force on an atom: 0.0551 Eh/bohr. Its multiplicity is 1. Its charge is +2.

***

# 2
Molecular formula: C18H48BrO20S6V
Method: DFT, the ωB97M-V functional and the def2-TZVPD basis

```
94
Properties=species:S:1:pos:R:3:forces:R:3:mulliken_charge:R:1
O -1.308923 -1.220954 0.993048 3.25 1.30 -1.70 -0.618
V 0.202647 -0.801774 0.428208 -1.32 -0.46 1.12 0.990
O 0.247257 0.749846 0.125668 -0.53 -1.45 0.30 0.227
Br 3.092017 -0.904114 0.407458 -0.89 0.02 0.23 -0.667
O 1.192547 -5.360804 -0.002612 -0.66 1.67 2.48 -0.681
S 0.922347 -4.427424 1.115378 0.30 -0.95 0.00 1.058
O 0.709727 -3.047684 0.754028 -0.09 -0.08 -0.15 0.136
O -0.324883 -4.898864 2.040088 3.81 0.14 0.42 -0.190
C -1.601333 -5.010784 1.484928 1.05 0.65 -2.16 0.460
C -2.490093 -5.096214 2.628358 -2.14 -0.39 1.20 -1.332
C 2.197437 -4.607424 2.449508 -1.11 -0.59 -1.40 -0.970
H -1.510203 -5.842004 0.785748 -0.90 -0.32 0.10 0.319
H -1.670063 -4.098524 0.892328 -1.07 0.08 -0.15 -0.228
H -3.515873 -5.252394 2.294468 -0.12 0.10 -0.06 0.402
H -2.488263 -4.199954 3.248688 0.17 0.16 -0.25 0.223
H -2.287353 -5.921764 3.310618 0.35 -0.17 -0.22 0.360
H 1.892487 -4.281744 3.444008 -0.38 0.29 -0.48 0.244
H 3.105187 -4.116294 2.098958 -0.09 -0.21 -0.09 0.316
H 2.193957 -5.696144 2.396898 0.82 -0.05 0.36 0.452
O -1.481223 -3.313974 -2.043272 -0.67 1.15 0.67 -0.412
S -2.688693 -2.531474 -2.130602 -2.01 0.44 -1.82 0.928
O -3.909773 -2.959984 -1.441932 1.99 0.85 -0.76 -0.630
O -2.379113 -0.927014 -1.780612 1.98 -2.46 -0.21 -0.178
C -3.326423 0.103076 -1.829482 -3.52 -0.58 -0.66 -0.552
C -2.851223 1.386896 -1.318752 2.11 1.17 0.32 -0.602
C -3.085523 -2.369514 -3.994892 0.16 0.57 1.63 -1.038
H -4.210983 -0.236034 -1.290352 -0.13 -0.06 0.17 0.365
H -3.667363 0.288536 -2.848042 0.07 -0.39 -0.43 0.319
H -2.459353 1.276116 -0.307682 0.16 0.27 -0.03 0.050
H -3.469663 2.281586 -1.390552 -1.00 -0.66 0.21 0.458
H -2.082243 1.718186 -2.016612 0.82 -0.08 0.37 -0.005
H -2.369113 -1.650184 -4.391652 0.03 -0.11 0.11 0.211
H -4.095583 -1.960804 -4.023822 0.05 -0.10 -0.07 0.382
H -3.015563 -3.304044 -4.551542 0.05 -0.11 0.57 0.400
O -1.165193 2.768576 1.788928 -0.46 1.11 0.56 -0.408
S -1.589443 4.141906 1.862698 -1.20 1.45 0.68 0.943
O -2.983763 4.546506 2.114058 2.29 -0.95 -0.74 -0.684
O -0.723863 4.874656 3.070338 0.68 -1.99 -1.91 -0.214
C -1.166853 6.077586 3.654898 -0.84 0.94 0.15 -0.347
C -0.026583 6.655216 4.530918 -1.23 -0.41 -0.41 -1.138
C -0.910363 4.909686 0.379038 0.62 0.01 -0.32 -0.796
H -2.130493 5.820906 4.094908 0.25 0.32 0.94 0.376
H -1.466923 6.802116 2.897848 0.34 0.14 -0.34 0.340
H -0.393513 7.478456 5.143898 -0.19 -0.06 -0.01 0.380
H 0.732607 7.080936 3.874808 0.23 -0.38 0.16 0.284
H 0.330797 5.870106 5.197248 0.33 0.14 -0.15 0.276
H -1.020973 5.986366 0.250108 -0.23 -0.04 0.67 0.437
H -1.238713 4.471796 -0.563582 -0.67 -0.44 0.35 0.246
H 0.149117 4.653666 0.385468 0.06 0.15 0.37 0.250
O 0.634627 -0.746444 2.794858 -0.07 -1.01 2.83 -0.534
S 0.470677 -1.269694 4.178988 -0.62 -0.85 0.77 0.993
O 0.533157 -2.711364 4.490478 0.58 2.91 -0.99 -0.685
O 1.485197 -0.438204 5.224708 -0.90 -0.91 -1.33 -0.406
C 2.090667 0.718716 4.666028 1.63 2.24 -1.75 -0.588
C 1.285337 1.975866 4.256778 -0.83 -1.04 -0.12 -0.614
C -1.045423 -0.658134 4.991048 0.69 1.09 -1.19 -0.790
H 2.652127 0.450276 3.771158 -0.19 -0.44 -0.17 0.329
H 2.889757 1.149706 5.269178 -0.19 -0.96 1.05 0.455
H 0.774097 2.459746 5.088998 -0.01 0.01 0.01 0.338
H 0.574607 1.731846 3.467208 -0.30 0.04 0.14 -0.058
H 1.941917 2.695286 3.767468 0.34 -0.10 0.33 0.452
H -0.816793 0.407476 5.008068 -0.35 0.15 -0.03 0.206
H -1.157303 -0.963334 6.031448 0.25 -0.58 -0.39 0.370
H -1.907613 -0.801014 4.339658 0.08 -0.35 0.15 0.310
O -0.804943 3.826236 -3.193172 1.66 -1.07 -1.53 -0.564
S 0.360717 3.455476 -4.018792 1.09 1.96 2.09 1.114
O 1.108407 4.556016 -4.638102 -1.32 -1.92 0.50 -0.645
O 1.455107 2.663856 -3.026822 -1.61 -0.74 -2.70 -0.275
C 1.663847 3.196186 -1.744142 0.69 1.21 0.92 0.529
C 3.004867 2.716846 -1.191162 -1.06 -1.04 0.34 -1.176
C -0.049473 2.182296 -5.230742 -0.12 1.21 0.50 -0.810
H 0.889007 2.871316 -1.049742 -0.24 0.13 -0.19 -0.446
H 1.669267 4.278886 -1.870022 -0.11 0.21 0.34 0.587
H 3.762017 2.526956 -1.951922 0.11 0.58 0.14 0.330
H 2.788247 1.760216 -0.715742 0.26 -0.34 -0.13 0.022
H 3.293137 3.327046 -0.335202 0.38 0.36 -0.41 0.397
H 0.713917 2.177686 -6.008772 0.22 -0.44 0.45 0.373
H -0.923033 2.640116 -5.694832 -0.25 -0.20 0.08 0.435
H -0.307533 1.264216 -4.702892 0.25 -0.02 -0.28 0.081
O 0.201857 -1.843694 -4.249272 1.33 0.87 2.01 -0.756
S 1.182827 -1.693834 -3.155672 0.89 -1.02 -1.96 0.939
O 0.761517 -1.368114 -1.810152 -0.12 0.08 -0.66 -0.118
O 2.035327 -3.087964 -3.115902 -0.83 1.59 0.24 -0.194
C 1.516427 -4.275064 -3.768272 0.95 -1.07 -0.58 -0.033
C 2.782907 -5.071514 -4.181252 0.28 0.73 -0.15 -1.262
C 2.579117 -0.528814 -3.718602 -0.27 -0.93 0.91 -0.596
H 1.003787 -4.013214 -4.693872 -0.27 0.18 0.31 0.325
H 0.870397 -4.811624 -3.073402 -0.01 0.15 -0.07 0.195
H 2.688487 -5.834094 -4.954332 -0.82 -0.22 0.29 0.375
H 3.371347 -5.483974 -3.361672 -0.30 0.09 0.15 0.297
H 3.416777 -4.351744 -4.699162 0.23 0.22 0.18 0.306
H 2.377817 0.479386 -3.356502 -0.37 -0.10 -0.27 -0.131
H 2.797457 -0.623714 -4.782282 -0.90 0.04 -0.08 0.403
H 3.522767 -0.840964 -3.271172 -0.35 -0.32 0.63 0.373
```
Positions in Å, forces in eV/Å.

The HOMO-LUMO gap is 7.59 eV. For the highest occupied orbital energy, the calculation gives -8.22 eV. Its total energy is -8126.420966 hartree. As for the largest force on an atom: 0.0756 Eh/bohr. Its multiplicity is 1.